i:
The following is a quantum chemistry calculation of C2H8N3S2 as an isolated structure, from the OMol25 dataset.

Geometry (Å):
C: -0.825 -0.139 -1.290
C: 0.424 0.870 2.387
N: 0.509 -0.279 -0.745
N: 0.934 1.890 1.696
N: -1.241 -1.537 -1.562
S: -0.074 -0.491 1.689
S: 1.092 -1.742 -1.203
H: -1.537 0.421 -0.810
H: -0.523 0.481 -2.251
H: 0.393 0.947 3.421
H: 1.002 1.842 0.685
H: 1.121 2.772 1.989
H: -1.898 -1.734 -0.783
H: -1.867 -1.625 -2.409
H: 2.490 -1.675 -0.814

For the HOMO energy (spin up / spin down), the calculation gives -12.91 / -12.91 eV. The calculation puts the LUMO energy (spin up / spin down) at -0.2171 / -0.2173 Ha. As for the net charge: +1. The orbital gap (spin up / spin down) is 7.002 / 6.994 eV. Its molar mass is 138.2 g/mol.

***

ii:
The following is a quantum chemistry calculation of a 2-piece molecular cluster, C2H8N3S2 overall, from the OMol25 dataset.

Geometry (Å):
C: 1.548 4.014 -2.318
C: -0.554 -1.073 0.623
N: -0.904 -2.129 1.301
N: -1.581 -0.294 0.208
N: -0.053 -2.995 1.862
S: 1.600 2.428 -1.947
S: 1.083 -0.578 0.455
H: 2.354 4.552 -2.767
H: 0.607 4.552 -2.169
H: -1.889 -2.367 1.158
H: -2.464 -0.389 0.583
H: -1.497 0.448 -0.485
H: -0.207 -4.020 1.783
H: 0.853 -2.920 1.555
H: 1.101 0.771 0.157

For the HOMO energy, the calculation gives -12.04 eV. The calculation puts the LUMO energy at -0.1383 Ha. As for the net charge: +1. The orbital gap is 8.277 eV. Its molar mass is 138.2 g/mol.

***

ii comes first in stability; the runner-up is 0.0320 hartree higher.